1.
The following is a quantum chemistry calculation of a single C5H2N2O molecule in a non-equilibrium geometry, from the OMol25 dataset.

Max |F| in eV Å⁻¹: 8.6
Lowest unoccupied orbital energy in eV: -2.0
HOMO-LUMO gap in eV: 9.08
DFT total energy in eV: -10241.1061
Relative energy (zero: lowest compared OMol25 entry of this formula, charge and spin) in kcal/mol: 37.53
Charge: 0
E_HOMO in eV: -11.11

Each line ends with the Löwdin charge.
Cartesian coordinates (Å):
C  -1.319  -1.154  0.112  0.116
C  -0.456  -0.073  -0.138  -0.188
C  -1.050  1.356  -0.260  -0.163
N  -1.437  2.407  0.069  0.142
C  1.079  -0.264  -0.025  -0.328
O  1.404  -1.473  -0.104  0.056
C  2.114  0.749  -0.114  -0.066
N  2.798  1.757  0.093  0.195
H  -2.436  -1.149  -0.050  0.098
H  -0.697  -2.156  0.417  0.138

***

2.
The following is a quantum chemistry calculation of a molecular structure, C31H38BrN5ORu, from the OMol25 dataset.

Max |F| in eV Å⁻¹: 0.7
2S+1: 2
Lowest unoccupied orbital energy (spin up / spin down) in eV: -3.6 / -3.7
HOMO-LUMO gap (spin up / spin down) in eV: 7.23 / 6.93
DFT total energy in eV: -114879.4009
Relative energy (zero: lowest compared OMol25 entry of this formula, charge and spin) in kcal/mol: 0.00
Charge: +1
Expectation value of S²: 0.760
E_HOMO (spin up / spin down) in eV: -10.80 / -10.65

Each line ends with the Löwdin charge.
Cartesian coordinates (Å):
Ru  0.923  0.831  -0.622  1.312
C  -2.144  3.925  -0.885  -0.062
C  -2.241  3.216  -2.235  -0.383
C  -2.503  4.225  -3.359  -0.047
C  -1.021  2.391  -2.573  -0.222
C  -1.144  1.219  -3.315  -0.032
C  -0.030  0.475  -3.675  -0.023
C  1.269  0.891  -3.368  -0.293
C  2.450  0.098  -3.849  -0.033
C  1.411  2.083  -2.639  -0.133
C  0.268  2.792  -2.216  -0.069
H  -3.118  4.325  -0.605  0.088
H  -1.455  4.771  -0.928  0.083
H  -1.810  3.255  -0.091  0.057
H  -3.090  2.526  -2.202  0.134
H  -1.677  4.936  -3.428  0.090
H  -3.417  4.787  -3.166  0.087
H  -2.604  3.730  -4.325  0.085
H  -2.131  0.878  -3.608  0.129
H  -0.163  -0.442  -4.238  0.132
H  2.555  -0.824  -3.272  0.080
H  3.377  0.665  -3.768  0.084
H  2.321  -0.180  -4.895  0.093
H  2.389  2.519  -2.480  0.117
H  0.407  3.733  -1.696  0.123
C  1.886  -1.395  1.581  -0.026
C  1.623  -1.989  0.205  -0.656
C  0.566  -3.084  0.285  -0.027
C  2.910  -2.517  -0.416  -0.025
O  1.119  -1.005  -0.728  -0.315
H  2.054  -2.209  2.288  0.096
H  1.028  -0.819  1.940  0.067
H  2.765  -0.749  1.588  0.077
H  0.949  -3.935  0.849  0.095
H  0.291  -3.427  -0.712  0.096
H  -0.331  -2.730  0.799  0.059
H  3.362  -3.274  0.228  0.096
H  3.630  -1.707  -0.543  0.074
H  2.710  -2.969  -1.388  0.088
Br  6.846  2.265  2.020  0.767
C  5.132  2.007  1.270  -0.698
C  4.010  2.441  1.952  -0.123
C  2.750  2.223  1.411  -0.104
C  2.578  1.590  0.179  -0.270
C  3.742  1.205  -0.504  -0.129
C  5.005  1.395  0.035  -0.120
H  4.117  2.940  2.906  0.106
H  1.904  2.591  1.971  0.065
H  3.677  0.718  -1.471  0.077
H  5.886  1.072  -0.503  0.108
C  -2.082  -0.667  -0.444  0.023
C  -1.653  0.159  0.713  -0.297
N  -0.585  0.958  0.758  -0.038
C  -0.603  1.595  1.984  -0.098
C  -1.677  1.170  2.682  -0.024
N  -2.324  0.255  1.879  0.010
C  -3.578  -0.408  2.257  -0.047
N  -3.539  -1.803  1.982  -0.078
N  -4.329  -2.337  1.009  0.057
N  -4.070  -3.574  0.891  0.091
C  -3.076  -3.910  1.792  -0.228
C  -2.440  -5.131  2.032  0.002
C  -1.460  -5.142  2.997  -0.071
C  -1.113  -3.976  3.712  -0.070
C  -1.730  -2.766  3.486  -0.014
C  -2.727  -2.768  2.507  -0.187
H  -1.377  -0.551  -1.261  0.054
H  -3.078  -0.370  -0.778  0.101
H  -2.121  -1.724  -0.189  0.072
H  0.132  2.321  2.268  0.091
H  -2.035  1.421  3.665  0.133
H  -4.430  0.018  1.730  0.149
H  -3.687  -0.235  3.327  0.145
H  -2.715  -6.020  1.481  0.121
H  -0.941  -6.063  3.222  0.110
H  -0.337  -4.038  4.463  0.111
H  -1.453  -1.876  4.036  0.110

***

3.
The following is a quantum chemistry calculation of a molecular structure, CH4N2O3 in a non-equilibrium geometry, from the OMol25 dataset.

Max |F| in eV Å⁻¹: 5.7
Lowest unoccupied orbital energy in eV: 0.0
HOMO-LUMO gap in eV: 10.22
DFT total energy in eV: -10218.7742
Relative energy (zero: lowest compared OMol25 entry of this formula, charge and spin) in kcal/mol: 84.23
Charge: 0
E_HOMO in eV: -10.18

Each line ends with the Löwdin charge.
Cartesian coordinates (Å):
C  0.155  -0.017  0.757  -0.510
H  -1.734  -0.308  -1.786  0.140
H  -1.626  0.108  0.940  0.191
H  2.008  -0.098  0.716  0.167
H  0.500  -0.252  -1.864  0.252
N  -1.058  -0.350  0.030  0.007
N  1.288  0.192  0.014  0.002
O  -1.438  0.526  -1.217  -0.126
O  -0.088  0.421  1.923  0.017
O  1.315  -0.727  -1.064  -0.141

***

4.
The following is a quantum chemistry calculation of a single C4H9NOS2 molecule in a non-equilibrium geometry, from the OMol25 dataset.

Max |F| in eV Å⁻¹: 2.3
Lowest unoccupied orbital energy in eV: 0.6
HOMO-LUMO gap in eV: 9.58
DFT total energy in eV: -29500.1429
Relative energy (zero: lowest compared OMol25 entry of this formula, charge and spin) in kcal/mol: 53.96
Charge: 0
E_HOMO in eV: -8.98

Each line ends with the Löwdin charge.
Cartesian coordinates (Å):
C  -1.103  -1.637  -0.124  -0.041
C  -0.254  -0.468  0.267  -0.391
N  -0.487  0.188  1.329  0.014
O  -1.555  -0.311  2.103  -0.049
C  0.804  0.076  -0.660  -0.702
S  0.195  0.418  -2.342  0.749
C  1.581  1.210  -0.069  -0.587
S  0.776  2.874  -0.116  0.652
H  -0.615  -2.262  -0.907  0.086
H  -2.111  -1.284  -0.503  0.117
H  -1.302  -2.251  0.698  0.051
H  -1.638  0.305  2.850  0.101
H  1.557  -0.750  -0.809  0.125
H  0.285  -0.877  -2.758  -0.125
H  1.747  0.929  0.955  0.066
H  2.463  1.411  -0.572  0.035
H  -0.343  2.429  0.657  -0.098

***

5.
The following is a quantum chemistry calculation of a single C5H9NO molecule in a non-equilibrium geometry, from the OMol25 dataset.

Max |F| in eV Å⁻¹: 3.7
Lowest unoccupied orbital energy in eV: 0.7
HOMO-LUMO gap in eV: 11.52
DFT total energy in eV: -8867.2250
Relative energy (zero: lowest compared OMol25 entry of this formula, charge and spin) in kcal/mol: 45.84
Charge: 0
E_HOMO in eV: -10.81

Each line ends with the Löwdin charge.
Cartesian coordinates (Å):
C  2.125  -0.031  0.018  -0.100
C  0.685  0.192  0.470  -0.223
C  -0.362  -0.243  -0.549  -0.407
O  -0.269  -1.611  -0.897  -0.036
C  -1.825  -0.058  0.010  -0.113
C  -2.129  1.298  0.394  -0.302
N  -2.444  2.225  1.004  0.138
H  2.343  0.502  -0.916  0.081
H  2.826  0.331  0.775  0.076
H  2.339  -1.096  -0.133  0.070
H  0.532  1.256  0.694  0.115
H  0.485  -0.372  1.386  0.121
H  -0.205  0.372  -1.473  0.158
H  0.607  -1.782  -1.267  0.088
H  -2.146  -0.316  1.180  0.202
H  -2.498  -0.376  -0.823  0.134

***

6.
The following is a quantum chemistry calculation of a molecular structure, C7H5LiO3Pm in a non-equilibrium geometry, from the OMol25 dataset.

Max |F| in eV Å⁻¹: 4.3
2S+1: 5
Lowest unoccupied orbital energy (spin up / spin down) in eV: -4.6 / -4.6
HOMO-LUMO gap (spin up / spin down) in eV: 4.58 / 5.01
DFT total energy in eV: -30229.5720
Relative energy (zero: lowest compared OMol25 entry of this formula, charge and spin) in kcal/mol: 7.64
Charge: +1
Expectation value of S²: 6.457
E_HOMO (spin up / spin down) in eV: -9.17 / -9.60

Each line ends with the Löwdin charge.
Cartesian coordinates (Å):
O  0.876  -0.582  3.886  0.070
C  0.496  -0.316  2.788  -0.368
C  0.019  -0.225  1.603  -0.250
C  0.018  0.796  0.563  -0.232
C  -1.362  1.291  0.161  -0.179
O  -1.597  2.390  -0.358  -0.044
Pm  -1.281  -2.775  1.567  1.123
H  0.619  1.682  0.841  0.174
H  -2.192  0.824  0.729  0.132
C  0.489  -1.955  -1.276  0.024
C  0.977  -0.727  -1.493  -0.059
C  0.414  0.550  -1.020  -0.286
O  0.576  1.523  -1.759  -0.017
Li  -0.529  3.056  -1.768  0.818
H  -0.364  -2.122  -0.621  -0.127
H  0.941  -2.811  -1.779  0.087
H  1.899  -0.600  -2.065  0.134